# 1
93
Properties=species:S:1:pos:R:3:forces:R:3 method="wB97M-V/def2-TZVPD" homo_ev="-7.232 / -8.342" charge=0 gap_ha="0.2809 / 0.2524" multiplicity=6 e_tot_ha=-6508.7561 e_above_lowest_kj_mol=21.1 lumo_ha="0.0151 / -0.0542"
Fe 0.611708 1.149657 0.610801 0.608 0.205 0.153
O 4.836808 0.561809 1.437943 0.042 -0.040 -0.012
As 3.287459 1.310232 1.083367 -0.034 0.284 -0.066
O 2.100352 0.688630 2.068867 -0.272 -0.307 0.309
O 2.737950 1.007563 -0.445064 -0.030 -0.182 -0.315
C 3.668069 3.183549 1.315722 0.131 0.027 -0.014
C 4.991513 3.541741 1.536495 -0.012 0.042 0.010
C 5.359585 4.878940 1.632450 -0.110 0.059 -0.022
C 4.399976 5.867815 1.501950 0.051 -0.103 0.009
C 3.072548 5.520256 1.282268 -0.031 0.075 0.010
C 2.703473 4.189723 1.187325 -0.068 -0.049 -0.005
S 0.960762 3.855822 0.950851 -0.086 0.103 -0.206
O 0.578341 2.906286 2.009084 -0.186 -0.022 0.141
O 0.296747 5.123945 0.967361 0.057 0.019 -0.015
O 0.824412 3.085190 -0.315671 -0.017 -0.006 0.035
H 4.772002 0.047318 2.252682 -0.047 0.000 0.006
H 5.742383 2.771770 1.630842 0.021 -0.048 0.002
H 6.395612 5.137557 1.805689 0.001 0.008 0.000
H 4.672955 6.912327 1.572974 0.011 -0.008 0.001
H 2.308813 6.280634 1.189715 0.012 -0.043 -0.001
C -4.424887 -0.219095 -1.089709 0.010 -0.003 -0.020
C -3.036395 0.419103 -1.284169 -0.101 0.050 0.036
C -3.128732 1.422696 -2.441485 0.019 0.000 -0.028
C -2.051522 -0.660089 -1.735979 0.043 -0.052 -0.041
Si -2.440545 1.239844 0.356544 0.161 0.073 0.045
C -3.111909 3.030069 0.595137 -0.170 -0.030 0.004
C -2.781978 3.594794 1.984275 0.039 0.014 0.004
C -2.557708 4.010575 -0.450235 0.016 0.008 0.000
C -4.650600 3.008255 0.454591 0.045 0.047 0.005
C -2.613080 0.123601 1.921159 -0.049 0.016 -0.012
C -1.562017 0.544067 2.962657 -0.019 -0.014 0.042
C -4.016101 0.198268 2.545833 0.026 0.010 0.001
C -2.316590 -1.340061 1.591010 0.066 -0.046 0.090
H -4.769970 -0.623585 -2.049319 0.019 0.008 0.025
H -5.169802 0.504498 -0.753833 0.010 -0.020 -0.007
H -4.411596 -1.044338 -0.376574 -0.003 0.026 -0.012
H -3.351584 0.871374 -3.363320 0.010 0.028 0.041
H -2.189087 1.959794 -2.595193 -0.047 -0.026 0.006
H -3.924181 2.153325 -2.301195 0.013 -0.008 -0.005
H -2.468682 -1.199822 -2.595249 0.025 0.041 0.015
H -1.839702 -1.392978 -0.957252 -0.001 0.021 -0.047
H -1.108388 -0.212128 -2.059492 -0.014 -0.001 -0.003
H -1.710364 3.644121 2.173856 -0.039 -0.001 -0.013
H -3.251545 3.025968 2.786342 -0.005 -0.022 0.024
H -3.170893 4.617740 2.041240 0.010 -0.041 -0.004
H -1.470817 4.010374 -0.492475 -0.033 0.018 -0.008
H -2.874693 5.023594 -0.178119 0.022 -0.035 -0.011
H -2.939667 3.807879 -1.447798 0.006 0.005 -0.013
H -5.132540 2.347111 1.176535 0.000 -0.004 0.002
H -4.974570 2.717424 -0.545366 0.011 0.002 0.018
H -5.030130 4.021572 0.634365 0.026 -0.040 -0.005
H -1.567767 1.604683 3.202570 -0.018 0.003 -0.007
H -0.544627 0.287794 2.636399 -0.022 0.004 0.032
H -1.732279 -0.016582 3.890052 0.023 0.018 -0.033
H -4.250881 1.188809 2.933175 0.001 0.012 -0.010
H -4.067280 -0.501078 3.388978 0.004 0.018 -0.023
H -4.797790 -0.084344 1.836970 0.011 0.002 0.008
H -1.327644 -1.433280 1.140975 -0.005 -0.015 0.033
H -3.047001 -1.794580 0.923751 -0.029 -0.016 -0.024
H -2.312421 -1.922666 2.521442 -0.004 0.029 -0.049
C -2.660672 -4.156517 -1.320272 -0.035 -0.033 -0.059
Si -0.808341 -4.204658 -1.637553 -0.029 -0.002 0.038
C -0.411344 -3.523258 -3.339525 -0.015 -0.024 -0.041
C -0.245472 -5.994454 -1.565096 -0.014 -0.013 -0.012
C 0.118253 -3.307778 -0.246928 0.093 -0.045 -0.016
Te 1.180573 -1.470946 -0.654986 -0.146 -0.056 -0.119
C 2.942781 -2.155435 0.324882 0.090 -0.123 0.082
Si 4.304780 -2.628870 -0.894281 -0.020 0.036 0.009
C 3.751886 -4.226999 -1.712083 -0.007 -0.032 -0.038
C 4.571632 -1.311794 -2.191755 0.030 -0.060 0.011
C 5.880690 -2.903139 0.088023 -0.018 -0.021 -0.017
H -3.153528 -4.906913 -1.948378 0.025 0.058 0.056
H -3.108302 -3.188191 -1.555045 0.033 -0.079 0.036
H -2.894078 -4.394191 -0.277869 0.031 -0.001 -0.052
H -1.208919 -3.787643 -4.041917 0.069 -0.007 0.036
H 0.521023 -3.950842 -3.721686 -0.047 0.052 0.039
H -0.301551 -2.437302 -3.350677 -0.035 -0.020 0.011
H -0.750982 -6.598270 -2.325114 0.033 0.035 0.047
H -0.453907 -6.441992 -0.588536 0.004 0.030 -0.055
H 0.832032 -6.065930 -1.743867 -0.054 0.002 0.013
H 0.932185 -3.973713 0.051733 -0.027 -0.007 -0.027
H -0.513453 -3.190449 0.634880 0.021 0.031 -0.056
H 2.619281 -3.038261 0.879550 0.032 -0.012 0.027
H 3.246048 -1.424544 1.068660 -0.066 0.073 -0.078
H 2.769340 -4.102753 -2.181287 0.055 0.014 0.023
H 3.679010 -5.045263 -0.988584 0.009 0.046 -0.039
H 4.450005 -4.533004 -2.497067 -0.035 0.008 0.059
H 3.718949 -1.236128 -2.869738 -0.005 -0.007 0.032
H 5.454106 -1.560760 -2.789978 -0.035 0.042 0.037
H 4.714150 -0.329788 -1.738241 0.016 -0.006 -0.002
H 5.751709 -3.680630 0.846827 0.000 0.050 -0.031
H 6.171933 -1.976796 0.591648 0.003 -0.043 -0.029
H 6.706674 -3.206250 -0.562482 -0.052 0.025 0.036

---

# 2
92
Properties=species:S:1:pos:R:3:forces:R:3 method="wB97M-V/def2-TZVPD" homo_ev="-10.964 / -11.582" charge=+1 gap_ha="0.2734 / 0.2962" multiplicity=3 e_tot_ha=-2433.7342 lumo_ha="-0.1295 / -0.1295"
C 0.636348 -0.995678 -0.387465 0.778 0.667 0.648
C 2.125759 -1.673878 -0.737575 0.138 1.458 -0.202
C 2.634271 -2.754230 0.377490 0.060 4.340 1.043
F 4.060291 -2.370215 0.700601 -3.536 -1.903 -0.827
N 2.469911 -4.214264 0.021139 -1.892 -0.355 0.603
C 2.242082 -5.125001 1.246568 1.026 -1.809 2.909
C 3.169755 -4.768248 2.540745 0.226 -0.525 1.404
C 2.645757 -5.771885 3.773258 0.157 -0.332 -1.038
I 1.582586 -4.479239 5.241267 0.497 -0.915 -0.728
C 1.169058 -4.384168 -0.794994 -2.956 0.872 -1.996
O 0.674598 -5.768116 -0.837915 5.189 0.970 0.685
O -0.645867 -5.791673 -0.938433 -3.682 0.744 -1.731
S 3.828238 -4.842206 -0.903317 9.218 -6.994 -2.519
C 4.386268 -3.662441 -2.299030 -0.388 2.418 -0.090
O 5.124927 -5.056302 -0.038062 -5.565 1.998 -2.124
O 3.566145 -6.198377 -1.600408 -1.160 5.050 2.383
H 0.851552 0.006243 0.223699 -0.514 -2.184 -1.345
H -0.005802 -1.671112 0.328409 1.021 1.227 -1.705
H 0.085415 -0.677078 -1.370213 0.898 -0.922 2.054
H 2.176552 -2.026174 -1.852447 -0.106 0.387 2.277
H 2.873835 -0.744569 -0.671324 -1.403 -2.358 -0.032
H 1.993051 -2.537998 1.360932 1.631 -0.816 -2.076
H 1.112275 -5.071097 1.630440 2.435 0.043 -1.407
H 2.542330 -6.232620 0.917089 -0.994 2.499 0.535
H 3.050359 -3.681474 2.968421 0.197 -2.078 -1.276
H 4.311535 -4.991911 2.432048 -2.277 0.503 -0.395
H 3.551524 -6.295746 4.314963 -2.057 1.145 -1.145
H 1.856522 -6.567524 3.373829 1.821 1.676 1.037
H 1.319342 -4.056943 -1.933350 -0.032 -0.398 2.669
H 0.305055 -3.752720 -0.265833 2.114 -1.110 -1.167
H -0.833990 -5.726718 -1.928422 0.196 -0.242 1.556
H 4.625359 -2.620447 -1.791548 -0.514 -2.229 -0.900
H 3.528854 -3.484896 -3.085671 1.770 -0.721 1.578
H 5.397244 -4.044933 -2.777167 -2.380 0.080 1.345
C -4.293198 -0.512330 -4.382672 -0.156 0.241 -0.109
C -3.830564 -0.921744 -2.959354 -0.254 -1.081 -1.674
C -5.047333 -1.476247 -2.173294 0.042 0.229 0.270
C -6.028574 -0.381665 -1.759802 -0.039 -0.043 -0.059
C -5.320253 0.718071 -0.979701 0.174 -0.355 0.018
C -4.070771 1.295246 -1.698995 -0.569 2.137 0.017
N -3.169289 0.232757 -2.259009 0.905 -2.448 4.470
O -2.430347 -0.297126 -1.184215 -1.445 1.491 -3.101
C -4.503184 2.257525 -2.836172 -0.239 -0.080 -0.277
C -3.338310 2.248748 -0.692703 0.343 -0.784 0.010
C -2.830570 -2.092825 -3.239366 0.268 0.402 0.586
H -4.565436 -1.395796 -4.975206 0.194 0.058 0.326
H -5.185494 0.112794 -4.396944 0.165 0.044 0.091
H -3.497028 0.008052 -4.927236 -0.107 -0.030 0.164
H -4.707530 -2.001887 -1.271112 0.166 0.144 -0.107
H -5.579863 -2.223803 -2.775489 0.305 0.142 -0.098
H -6.532118 0.036930 -2.637156 0.057 -0.040 0.019
H -6.818685 -0.819191 -1.137079 0.115 0.087 -0.117
H -6.036624 1.521555 -0.767839 0.325 0.063 -0.113
H -5.027306 0.308265 -0.003685 0.178 0.085 -0.151
H -3.643226 2.567314 -3.440691 -0.095 -0.141 0.106
H -4.955451 3.171665 -2.430944 0.193 -0.290 0.143
H -5.260195 1.842413 -3.502050 0.149 -0.053 0.020
H -3.061139 1.746027 0.240549 0.029 -0.081 -0.321
H -3.984605 3.086868 -0.403890 -0.088 -0.293 -0.330
H -2.430522 2.672954 -1.138299 -0.127 -0.148 0.027
H -1.954002 -1.731106 -3.793559 -0.177 0.020 0.123
H -3.299069 -2.876587 -3.845366 -0.183 0.374 0.060
H -2.478759 -2.583104 -2.325812 -0.059 0.282 0.011
C -0.322985 5.334158 2.519528 0.130 0.301 -0.006
C 0.355487 3.948175 2.357626 -1.818 0.497 0.878
C 1.128813 3.609845 3.658931 0.322 -0.014 -0.187
C 2.400501 4.439808 3.819843 -0.056 0.015 0.065
C 3.295139 4.308227 2.594280 -0.240 -0.279 0.061
C 2.571483 4.602849 1.252179 1.321 1.509 -0.772
N 1.237126 3.923092 1.139955 1.740 -4.857 0.607
O 1.481473 2.572264 0.827627 -0.915 3.546 0.360
C 2.389345 6.131916 1.065328 -0.147 0.239 0.241
C 3.550251 4.221728 0.088112 -0.526 -0.608 0.151
C -0.863129 2.975111 2.223664 0.587 -0.224 -0.479
H -1.131229 5.290223 3.261508 0.203 -0.270 -0.205
H 0.343204 6.114637 2.885888 0.030 -0.084 -0.156
H -0.768581 5.673280 1.577363 0.147 -0.089 0.102
H 1.400190 2.545951 3.672276 -0.077 0.082 -0.217
H 0.486218 3.768322 4.534729 -0.117 0.017 -0.337
H 2.154946 5.491093 4.001588 -0.025 -0.061 -0.027
H 2.946518 4.098346 4.707963 -0.076 0.085 -0.136
H 4.157906 4.975882 2.710585 -0.170 -0.025 -0.298
H 3.701654 3.288012 2.577727 -0.138 0.067 -0.189
H 1.762451 6.352100 0.193857 0.040 -0.120 0.163
H 3.353920 6.628345 0.899318 -0.115 -0.351 0.007
H 1.961520 6.635026 1.932868 -0.073 -0.120 -0.095
H 3.881529 3.178563 0.138816 -0.281 0.143 0.028
H 4.462178 4.830419 0.126074 -0.376 0.065 0.241
H 3.085191 4.388330 -0.890942 -0.004 -0.044 0.208
H -1.431053 3.187456 1.307848 0.214 -0.031 0.169
H -1.552604 3.086125 3.068238 0.319 0.262 -0.062
H -0.569154 1.920592 2.206589 0.119 0.228 -0.139

---

Q: Among the records above, which one has the lowest multiplicity?
A: C26H54FIN3O6S